1.
Density functional theory data (the ωB97M-V functional and the def2-TZVPD basis) for C4H5N5 in the gas phase in a non-equilibrium geometry.

Results
Maximum force   0.13048 hartree/bohr
E   -11672.1488 eV
Gap between HOMO and LUMO   7.45 eV
Net charge   0
SMILES   N/N=c1\ccnncn1
Relative energy (zero: lowest compared OMol25 entry of this formula, charge and spin)   148.97 kcal/mol

Last column: natural (NBO) charge in e.
Element x y z (Å)
1 N 2.53 0.29 -0.32  -0.68
2 N 1.76 -0.85 -0.31  -0.23
3 C 0.53 -0.75 0.21  0.26
4 C 0.05 0.74 0.48  -0.31
5 C -1.01 1.37 0.17  -0.08
6 N -2.06 0.80 -0.59  -0.09
7 N -2.18 -0.41 -0.46  -0.17
8 C -1.63 -1.59 0.06  0.20
9 N -0.33 -1.92 0.15  -0.38
10 H 3.62 -0.07 -0.48  0.41
11 H 1.87 0.78 -0.90  0.39
12 H 0.44 1.46 1.23  0.26
13 H -1.35 2.52 0.48  0.22
14 H -2.24 -2.35 0.27  0.19

2.
Density functional theory data (the ωB97M-V functional and the def2-TZVPD basis) for a molecular structure, C6H16NO3 in a non-equilibrium geometry.

Results
Maximum force   0.07498 hartree/bohr
E   -14113.2455 eV
Gap between HOMO and LUMO   7.88 eV
Net charge   -1
Relative energy (zero: lowest compared OMol25 entry of this formula, charge and spin)   29.03 kcal/mol

Last column: natural (NBO) charge in e.
Element x y z (Å)
1 C -1.39 -1.20 1.58  -0.01
2 O -2.22 -0.11 1.67  -0.86
3 C 0.17 -0.96 1.44  -0.42
4 C 0.62 -0.04 0.28  -0.50
5 C 1.37 -0.49 -0.94  0.22
6 C 2.66 -0.31 -1.27  -0.54
7 C -0.76 -1.19 -2.04  -0.43
8 N 0.52 -0.56 -2.12  -0.62
9 H -1.53 -1.81 0.63  0.08
10 H -1.49 -1.95 2.35  0.12
11 H 0.59 -1.95 1.45  0.19
12 H 0.48 -0.48 2.37  0.18
13 H -0.32 0.50 0.02  0.27
14 H 1.28 0.72 0.76  0.22
15 H 3.14 -0.62 -2.20  0.19
16 H 3.29 0.09 -0.47  0.19
17 H -1.39 -0.85 -2.88  0.19
18 H -0.89 -2.29 -1.83  0.16
19 H -1.29 -0.76 -1.17  0.23
20 H 1.01 -0.64 -2.99  0.36
21 H -1.25 2.11 2.39  0.44
22 H -1.67 1.00 1.42  0.49
23 O -1.40 2.16 1.44  -1.11
24 H 0.91 2.97 -0.13  0.45
25 H -0.55 3.18 0.46  0.52
26 O 0.11 3.50 -0.22  -1.02

3.
Density functional theory data (the ωB97M-V functional and the def2-TZVPD basis) for 7 unconnected molecules or ions with the total composition C46H70BNO20P in a non-equilibrium geometry.

Results
Maximum force   0.12657 hartree/bohr
E   -101237.6617 eV
Gap between HOMO and LUMO   7.05 eV
Net charge   -1

Last column: Mulliken charge in e.
Element x y z (Å)
1 C 0.94 -4.87 1.71  -0.64
2 C 1.16 -3.39 2.33  0.86
3 C 0.67 -2.94 3.73  -0.72
4 C 0.91 -1.49 4.31  -0.60
5 C 1.65 -0.45 3.38  -0.59
6 C 2.11 -0.92 1.95  1.14
7 C 2.84 0.12 0.93  -1.24
8 C 1.60 0.97 0.27  -0.19
9 O 0.46 0.08 0.08  0.63
10 B -0.35 0.48 -1.10  -0.08
11 C -0.33 -0.47 -2.45  -0.95
12 C 0.43 -1.88 -2.28  0.69
13 C -0.06 -3.04 -3.30  -0.95
14 C -0.52 -4.40 -2.53  -0.58
15 N -1.69 -4.20 -1.63  0.27
16 C -2.64 -3.10 -1.59  -0.01
17 C -3.73 -3.19 -0.50  -0.33
18 C -3.36 -4.57 0.18  -0.65
19 C -2.10 -5.13 -0.56  -0.45
20 C -1.86 0.64 -0.47  0.12
21 O -2.24 2.03 -0.19  0.10
22 C -3.67 2.10 0.04  0.69
23 O -4.10 1.28 1.17  -0.45
24 C -5.21 0.43 0.80  0.40
25 C -5.52 -0.62 1.98  -0.41
26 O -4.41 -0.63 2.91  -0.55
27 O 0.36 1.72 -1.56  -0.32
28 C 1.75 1.46 -1.27  0.17
29 P 3.02 2.85 -1.47  1.02
30 O 3.03 3.23 -2.98  -0.74
31 O 2.71 4.20 -0.47  -0.56
32 O 4.58 2.14 -1.17  -0.40
33 C 1.90 -2.36 1.41  -0.47
34 H 0.93 -4.75 0.56  -0.14
35 H 1.84 -5.50 2.02  0.08
36 H -0.06 -5.25 2.09  0.36
37 H 0.10 -3.68 4.41  0.26
38 H 0.54 -1.19 5.34  0.36
39 H 1.82 0.63 3.76  0.26
40 H 3.57 0.82 1.49  0.30
41 H 3.41 -0.44 0.11  0.29
42 H 1.41 1.86 0.98  0.00
43 H -1.41 -0.57 -2.86  0.18
44 H 0.25 0.12 -3.26  0.17
45 H 1.55 -1.69 -2.52  0.37
46 H 0.37 -2.25 -1.19  -0.42
47 H -0.86 -2.69 -4.05  0.34
48 H 0.85 -3.35 -3.94  0.34
49 H -0.76 -5.18 -3.33  0.33
50 H 0.41 -4.77 -1.95  0.20
51 H -2.70 -2.19 -2.26  0.26
52 H -4.58 -2.46 -0.28  0.29
53 H -3.93 -5.07 1.05  0.26
54 H -1.54 -6.13 -0.37  0.35
55 H -1.97 0.01 0.50  -0.23
56 H -2.70 0.23 -1.17  -0.23
57 H -4.27 1.79 -0.89  -0.10
58 H -4.01 3.19 0.30  -0.46
59 H -5.02 -0.12 -0.20  -0.10
60 H -6.14 1.11 0.66  0.20
61 H -6.46 -0.29 2.56  0.29
62 H -5.72 -1.70 1.60  0.18
63 H -3.69 -1.17 2.52  0.31
64 H 2.15 0.66 -1.99  -0.22
65 H 2.43 3.92 0.43  0.35
66 H 4.45 1.19 -1.41  0.29
67 H 2.28 -2.61 0.36  0.03
68 O -3.40 6.51 -2.99  -0.68
69 C -3.01 6.31 -1.87  0.56
70 O -3.83 6.15 -0.79  -0.16
71 C -3.04 6.04 0.40  -0.80
72 C -1.68 5.60 -0.07  0.38
73 C -1.57 6.25 -1.43  -0.62
74 H -3.02 7.02 0.89  0.35
75 H -3.50 5.32 1.07  0.46
76 H -0.88 5.88 0.61  0.40
77 H -1.66 4.51 -0.18  -0.46
78 H -1.17 7.26 -1.37  0.32
79 H -0.98 5.64 -2.12  0.28
80 O 7.04 0.06 -1.87  -0.56
81 C 7.93 0.88 -1.90  0.47
82 O 9.24 0.57 -2.11  -0.37
83 C 10.03 1.76 -1.98  -0.41
84 C 9.07 2.90 -2.22  -0.61
85 C 7.77 2.36 -1.68  -0.15
86 H 10.46 1.78 -0.97  0.24
87 H 10.84 1.74 -2.71  0.32
88 H 9.39 3.83 -1.74  0.34
89 H 8.97 3.09 -3.29  0.28
90 H 7.66 2.55 -0.60  0.23
91 H 6.91 2.75 -2.22  0.21
92 O -5.08 1.02 -2.81  -0.58
93 C -4.87 1.99 -3.50  0.40
94 O -3.89 2.88 -3.25  -0.19
95 C -3.98 3.97 -4.18  -0.18
96 C -4.76 3.41 -5.36  -0.55
97 C -5.68 2.41 -4.70  -0.58
98 H -4.50 4.79 -3.69  0.10
99 H -2.98 4.30 -4.47  0.32
100 H -5.28 4.18 -5.93  0.33
101 H -4.07 2.89 -6.04  0.29
102 H -6.61 2.87 -4.36  0.27
103 H -5.89 1.56 -5.35  0.32
104 O -9.76 4.73 -0.38  -0.62
105 C -8.82 5.49 -0.38  0.41
106 O -7.53 5.11 -0.59  -0.27
107 C -6.67 6.24 -0.42  0.32
108 C -7.55 7.45 -0.64  -0.59
109 C -8.89 6.97 -0.12  -0.38
110 H -6.25 6.21 0.59  -0.03
111 H -5.86 6.20 -1.14  -0.01
112 H -7.19 8.35 -0.14  0.36
113 H -7.63 7.67 -1.71  0.32
114 H -9.00 7.14 0.95  0.23
115 H -9.72 7.43 -0.67  0.30
116 O 3.84 -3.17 3.78  -0.46
117 C 4.11 -3.40 4.93  0.36
118 O 3.44 -2.89 6.00  -0.28
119 C 4.10 -3.27 7.20  -0.48
120 C 4.91 -4.50 6.84  -0.58
121 C 5.27 -4.24 5.40  -0.12
122 H 4.73 -2.44 7.54  0.26
123 H 3.36 -3.49 7.98  0.33
124 H 5.77 -4.65 7.49  0.33
125 H 4.28 -5.39 6.91  0.27
126 H 6.19 -3.65 5.31  0.28
127 H 5.34 -5.16 4.83  0.07
128 O 4.68 -8.82 3.63  -0.60
129 C 4.82 -8.28 2.57  0.48
130 O 5.48 -7.10 2.40  -0.33
131 C 5.37 -6.68 1.03  -0.27
132 C 5.06 -7.94 0.26  -0.50
133 C 4.26 -8.75 1.25  -0.33
134 H 4.56 -5.94 0.96  0.14
135 H 6.30 -6.22 0.71  0.30
136 H 4.53 -7.75 -0.68  0.32
137 H 5.99 -8.46 0.02  0.26
138 H 3.20 -8.52 1.21  0.24
139 H 4.43 -9.82 1.12  0.28

4.
Density functional theory data (the ωB97M-V functional and the def2-TZVPD basis) for 2 unconnected molecules or ions with the total composition C5H10O.

Results
Maximum force   0.00712 hartree/bohr
E   -7389.7811 eV
Gap between HOMO and LUMO   8.61 eV
Net charge   0
Relative energy (zero: lowest compared OMol25 entry of this formula, charge and spin)   114.94 kcal/mol

Last column: natural (NBO) charge in e.
Element x y z (Å)
1 C -0.87 1.94 -0.55  -0.60
2 C -0.39 0.64 -1.19  -0.46
3 C 0.48 -0.19 -0.30  0.45
4 O 1.53 0.51 0.17  -0.66
5 C 0.45 -1.96 2.05  -0.51
6 C 0.25 -1.50 -0.01  -0.58
7 H -1.46 2.52 -1.26  0.22
8 H -0.02 2.55 -0.23  0.22
9 H -1.49 1.74 0.33  0.21
10 H 0.20 0.87 -2.09  0.23
11 H -1.24 0.03 -1.52  0.22
12 H 2.04 -0.05 0.77  0.49
13 H 1.02 -1.02 2.26  0.09
14 H -0.59 -1.63 2.19  0.14
15 H 1.01 -2.17 0.43  0.30
16 H -0.63 -1.98 -0.41  0.23

5.
Density functional theory data (the ωB97M-V functional and the def2-TZVPD basis) for a gas-phase ion, C4H6ClN2 (charge +1) in a non-equilibrium geometry.

Results
Maximum force   0.20049 hartree/bohr
E   -19735.5807 eV
Gap between HOMO and LUMO (alpha / beta)   6.74 / 7.74 eV
Net charge   +1
SMILES   C=N/C=[NH+]/C(=C)Cl
Relative energy (zero: lowest compared OMol25 entry of this formula, charge and spin)   117.25 kcal/mol

Last column: natural (NBO) charge in e.
Element x y z (Å)
1 C 0.55 1.75 2.40  0.11
2 N 0.07 1.36 1.31  -0.33
3 C -0.18 1.17 0.11  0.33
4 N -0.44 -0.15 -0.24  -0.56
5 C -0.41 -0.74 -1.51  0.05
6 C 0.08 -2.47 -1.51  -0.30
7 Cl -0.79 0.17 -2.85  0.14
8 H 1.65 1.83 2.50  0.24
9 H -0.22 1.87 3.11  0.23
10 H -0.38 1.97 -0.57  0.26
11 H -0.16 -0.83 0.49  0.43
12 H 0.06 -2.92 -2.55  0.22
13 H 0.17 -3.00 -0.68  0.17